Version w
{
  "formula": "C4H6N2S",
  "method": "ωB97M-V/def2-TZVPD",
  "lumo_energy_ev": -0.2,
  "charge": 0,
  "homo_energy_ev": -8.29,
  "homo_lumo_gap_ev": 8.110,
  "spin_multiplicity": 1,
  "smiles": "S=CC1=NNCC1",
  "species": ["S", "C", "C", "N", "N", "C", "C", "H", "H", "H", "H", "H", "H"],
  "positions_angstrom": [[3.302, 0.085, -0.047], [2.079, -0.921, 0.016], [0.650, -0.487, -0.012], [-0.173, -1.433, -0.085], [-1.353, -0.845, 0.047], [-1.437, 0.709, -0.071], [0.122, 0.958, 0.036], [2.150, -2.057, 0.285], [-2.254, -1.399, -0.180], [-2.159, 1.096, -0.927], [-1.881, 1.112, 0.883], [0.588, 1.518, -0.799], [0.365, 1.664, 0.853]],
  "nbo_charge": [0.031, -0.311, 0.082, -0.138, -0.438, -0.250, -0.490, 0.220, 0.385, 0.215, 0.204, 0.244, 0.246]
}


Version x
{
  "formula": "C4H6N2S",
  "method": "ωB97M-V/def2-TZVPD",
  "lumo_energy_ev": 0.7,
  "charge": 0,
  "homo_energy_ev": -8.42,
  "homo_lumo_gap_ev": 9.109,
  "spin_multiplicity": 1,
  "smiles": "C=C1CN=CN1S",
  "species": ["C", "C", "C", "N", "C", "N", "S", "H", "H", "H", "H", "H", "H"],
  "positions_angstrom": [[-0.264, 1.802, -0.084], [0.146, 0.543, -0.155], [1.566, -0.084, -0.059], [1.303, -1.542, -0.062], [0.046, -1.725, -0.099], [-0.752, -0.585, -0.139], [-2.416, -0.574, -0.139], [-1.311, 2.089, -0.260], [0.417, 2.611, -0.033], [2.053, 0.124, 0.914], [2.216, 0.215, -0.878], [-0.336, -2.736, -0.128], [-2.669, -0.137, 1.122]],
  "nbo_charge": [-0.486, 0.168, -0.296, -0.440, 0.254, -0.608, 0.231, 0.214, 0.210, 0.224, 0.223, 0.207, 0.099]
}


The most stable of them is version x.


Version w
{
  "formula": "H4NO2PS",
  "method": "ωB97M-V/def2-TZVPD",
  "lumo_energy_ev": 0.3,
  "charge": 0,
  "homo_energy_ev": -9.44,
  "homo_lumo_gap_ev": 9.761,
  "spin_multiplicity": 1,
  "smiles": "NP(O)(O)=S",
  "species": ["N", "P", "O", "O", "S", "H", "H", "H", "H"],
  "positions_angstrom": [[0.195, 0.454, -1.220], [0.183, -0.854, -0.175], [-0.738, -0.114, 1.453], [1.669, -0.717, 0.351], [-0.689, -2.577, -0.566], [-0.694, 0.680, -1.690], [0.512, 1.365, -0.925], [-1.113, 0.677, 1.089], [1.603, -0.942, 1.296]],
  "nbo_charge": [-1.183, 1.819, -0.986, -0.968, -0.484, 0.410, 0.414, 0.455, 0.523]
}


Version x
{
  "formula": "H4NO2PS",
  "method": "ωB97M-V/def2-TZVPD",
  "lumo_energy_ev": 0.0,
  "charge": 0,
  "homo_energy_ev": -10.32,
  "homo_lumo_gap_ev": 10.289,
  "spin_multiplicity": 1,
  "species": ["N", "O", "O", "P", "S", "H", "H", "H", "H"],
  "positions_angstrom": [[0.938, 1.353, 0.927], [0.773, -0.525, -0.774], [2.925, 0.893, -1.007], [1.641, 0.708, -0.320], [-2.138, -1.325, -0.442], [1.368, 2.217, 1.224], [0.276, -0.703, 0.063], [-2.785, -0.357, 0.055], [-2.997, -2.261, 0.274]],
  "nbo_charge": [-1.252, -0.958, -0.993, 2.267, -0.292, 0.394, 0.534, 0.130, 0.171]
}


The most stable of them is version w.


Version w
{
  "formula": "CH3BrO",
  "method": "ωB97M-V/def2-TZVPD",
  "lumo_energy_ev": 0.8,
  "charge": 0,
  "homo_energy_ev": -10.48,
  "homo_lumo_gap_ev": 11.232,
  "spin_multiplicity": 1,
  "smiles": "OCBr",
  "species": ["O", "C", "Br", "H", "H", "H"],
  "positions_angstrom": [[0.406, 1.108, 0.128], [-0.391, -0.105, 0.216], [-2.356, 0.021, -0.021], [0.538, 1.218, -0.857], [0.085, -0.770, -0.404], [-0.134, -0.500, 1.280]],
  "nbo_charge": [-0.694, -0.120, -0.032, 0.468, 0.176, 0.202]
}


Version x
{
  "formula": "CH3BrO",
  "method": "ωB97M-V/def2-TZVPD",
  "lumo_energy_ev": 0.9,
  "charge": 0,
  "homo_energy_ev": -10.24,
  "homo_lumo_gap_ev": 11.131,
  "spin_multiplicity": 1,
  "smiles": "C=O.Br",
  "species": ["C", "O", "H", "H", "Br", "H"],
  "positions_angstrom": [[-0.848, -0.528, 1.123], [0.268, -0.499, 0.705], [-1.520, -1.390, 0.969], [-1.295, 0.300, 1.695], [1.846, 1.592, -1.820], [1.549, 0.525, -2.672]],
  "nbo_charge": [0.284, -0.486, 0.100, 0.102, -0.195, 0.196]
}


The most stable of them is version w.


Version w
{
  "formula": "C4H8N2OS",
  "method": "ωB97M-V/def2-TZVPD",
  "lumo_energy_ev": 0.7,
  "charge": 0,
  "homo_energy_ev": -8.67,
  "homo_lumo_gap_ev": 9.333,
  "spin_multiplicity": 1,
  "smiles": "C1=N\\CCOCSN/1",
  "species": ["C", "N", "C", "C", "O", "C", "S", "N", "H", "H", "H", "H", "H", "H", "H", "H"],
  "positions_angstrom": [[0.064, 0.761, -1.747], [-0.955, 0.100, -1.477], [-1.391, -0.388, -0.194], [-0.351, -1.503, 0.372], [0.209, -1.102, 1.635], [0.690, 0.136, 1.660], [1.914, 0.459, 0.311], [0.896, 1.443, -0.766], [0.200, 1.233, -2.819], [-1.647, 0.537, 0.409], [-2.335, -0.889, -0.394], [0.619, -1.507, -0.296], [-0.648, -2.598, 0.606], [-0.160, 0.841, 1.584], [1.405, 0.339, 2.465], [1.489, 2.137, -1.349]],
  "nbo_charge": [0.276, -0.449, -0.300, -0.107, -0.532, -0.185, 0.300, -0.807, 0.164, 0.213, 0.212, 0.199, 0.220, 0.191, 0.214, 0.392]
}


Version x
{
  "formula": "C4H8N2OS",
  "method": "ωB97M-V/def2-TZVPD",
  "lumo_energy_ev": 0.7,
  "charge": 0,
  "homo_energy_ev": -8.37,
  "homo_lumo_gap_ev": 9.060,
  "spin_multiplicity": 1,
  "smiles": "C[C@H](N)[C@@H]1OC=NS1",
  "species": ["C", "C", "N", "C", "O", "C", "N", "S", "H", "H", "H", "H", "H", "H", "H", "H"],
  "positions_angstrom": [[-1.561, -1.080, 0.247], [-0.836, 0.299, 0.096], [-1.110, 1.054, -1.098], [0.489, -0.187, 0.703], [1.408, 0.820, 0.832], [2.423, 0.678, 0.076], [2.669, -0.340, -0.687], [1.238, -1.429, -0.403], [-1.273, -1.566, -0.653], [-1.495, -1.773, 1.206], [-2.611, -0.901, 0.045], [-1.251, 0.786, 1.012], [-0.745, 2.110, -1.053], [-0.519, 0.730, -1.860], [0.262, -0.723, 1.656], [2.912, 1.521, -0.118]],
  "nbo_charge": [-0.656, -0.089, -0.816, -0.057, -0.460, 0.365, -0.554, 0.279, 0.214, 0.232, 0.228, 0.189, 0.373, 0.366, 0.211, 0.175]
}


The most stable of them is version x.


Version w
{
  "formula": "C4H7N2",
  "method": "ωB97M-V/def2-TZVPD",
  "lumo_energy_ev": -4.4,
  "charge": 1,
  "homo_energy_ev": -14.40,
  "homo_lumo_gap_ev": 10.013,
  "spin_multiplicity": 1,
  "species": ["C", "C", "C", "C", "N", "N", "H", "H", "H", "H", "H", "H", "H"],
  "positions_angstrom": [[-0.513, -1.264, 0.135], [0.719, -0.718, -0.576], [0.542, 0.880, -0.585], [-1.236, -0.190, -0.546], [1.554, 0.226, 0.174], [-0.856, 1.084, 0.056], [-0.845, -2.200, -0.249], [-0.423, -1.364, 1.274], [1.126, -1.135, -1.551], [0.802, 1.437, -1.458], [1.793, 0.277, 1.193], [-0.713, 1.215, 1.006], [-1.398, 1.811, -0.464]],
  "nbo_charge": [-0.569, -0.009, 0.102, 0.221, -0.553, -0.599, 0.278, 0.246, 0.282, 0.265, 0.438, 0.426, 0.471]
}


Version x
{
  "formula": "C4H7N2",
  "method": "ωB97M-V/def2-TZVPD",
  "lumo_energy_ev": -8.3,
  "charge": 1,
  "homo_energy_ev": -11.72,
  "homo_lumo_gap_ev": 3.389,
  "spin_multiplicity": 1,
  "species": ["C", "C", "C", "C", "N", "N", "H", "H", "H", "H", "H", "H", "H"],
  "positions_angstrom": [[-0.197, 1.014, 0.947], [-2.064, -0.421, 0.301], [3.679, 0.331, -0.179], [-3.366, -0.001, -0.282], [-1.046, 0.267, 0.608], [4.339, -0.618, -0.630], [-2.080, -1.539, 0.543], [3.727, 0.742, 0.873], [3.096, 0.928, -0.935], [-3.263, 0.790, -1.015], [-3.957, -0.844, -0.673], [-3.915, 0.619, 0.575], [5.047, -1.268, -0.133]],
  "nbo_charge": [0.670, 0.488, -0.057, -0.736, -0.641, -0.613, 0.268, 0.143, 0.153, 0.304, 0.295, 0.351, 0.376]
}


Version y
{
  "formula": "C4H7N2",
  "method": "ωB97M-V/def2-TZVPD",
  "lumo_energy_ev": [-6.8, -7.2],
  "charge": 1,
  "homo_energy_ev": [-15.02, -14.99],
  "homo_lumo_gap_ev": [8.248, 7.771],
  "spin_multiplicity": 1,
  "species": ["C", "C", "C", "C", "N", "N", "H", "H", "H", "H", "H", "H", "H"],
  "positions_angstrom": [[-2.291, 0.754, -0.125], [-1.011, 1.288, 0.130], [-0.303, -0.121, -0.252], [1.043, -0.400, 0.374], [-2.591, -0.434, 0.080], [-1.483, -1.092, -0.042], [-0.834, 2.188, -0.436], [-0.517, 1.415, 1.216], [-0.144, -0.059, -1.384], [1.267, -1.386, 0.098], [0.992, -0.145, 1.373], [1.904, 0.111, -0.006], [-1.645, -2.293, -0.680]],
  "nbo_charge": [0.547, -0.557, -0.005, -0.638, -0.162, -0.273, 0.289, 0.305, 0.248, 0.255, 0.228, 0.268, 0.494]
}


Version z
{
  "formula": "C4H7N2",
  "method": "ωB97M-V/def2-TZVPD",
  "lumo_energy_ev": [-6.1, -6.1],
  "charge": 1,
  "homo_energy_ev": [-13.18, -13.18],
  "homo_lumo_gap_ev": [7.104, 7.105],
  "spin_multiplicity": 1,
  "smiles": "C=C/N=C\\[NH+]=C",
  "species": ["C", "C", "N", "C", "N", "C", "H", "H", "H", "H", "H", "H", "H"],
  "positions_angstrom": [[0.819, 1.338, 1.268], [-0.450, 0.821, 1.085], [-0.807, -0.447, 0.846], [-0.839, -1.383, 0.031], [-0.269, -1.077, -1.266], [0.508, -0.086, -1.549], [0.985, 2.381, 1.520], [1.615, 0.644, 1.545], [-1.217, 1.439, 1.512], [-1.108, -2.434, 0.245], [-0.610, -1.820, -1.921], [0.658, 0.043, -2.534], [0.716, 0.581, -0.783]],
  "nbo_charge": [-0.435, -0.066, -0.330, 0.240, -0.443, 0.153, 0.243, 0.221, 0.267, 0.242, 0.448, 0.218, 0.242]
}


The most stable of them is version z.


Version w
{
  "formula": "C4H7N2",
  "method": "ωB97M-V/def2-TZVPD",
  "lumo_energy_ev": -5.5,
  "charge": 1,
  "homo_energy_ev": -14.90,
  "homo_lumo_gap_ev": 9.383,
  "spin_multiplicity": 1,
  "smiles": "C=C=C/N=[NH+]/C",
  "species": ["C", "C", "C", "N", "N", "C", "H", "H", "H", "H", "H", "H", "H"],
  "positions_angstrom": [[0.630, -2.361, -2.064], [0.145, -1.613, -1.168], [-0.468, -0.947, -0.205], [-0.048, 0.297, 0.100], [-0.423, 0.991, 1.019], [0.145, 2.355, 1.201], [1.238, -3.121, -1.575], [0.276, -2.795, -3.062], [-1.292, -1.349, 0.305], [-1.283, 0.781, 1.677], [-0.597, 2.888, 1.752], [1.146, 2.217, 1.815], [0.531, 2.658, 0.205]],
  "nbo_charge": [-0.439, 0.286, -0.236, 0.009, -0.156, -0.435, 0.289, 0.315, 0.225, 0.391, 0.239, 0.252, 0.261]
}


Version x
{
  "formula": "C4H7N2",
  "method": "ωB97M-V/def2-TZVPD",
  "lumo_energy_ev": -3.4,
  "charge": 1,
  "homo_energy_ev": -14.29,
  "homo_lumo_gap_ev": 10.901,
  "spin_multiplicity": 1,
  "species": ["C", "C", "C", "C", "N", "N", "H", "H", "H", "H", "H", "H", "H"],
  "positions_angstrom": [[-0.620, -1.180, 0.208], [0.686, -0.832, -0.413], [0.534, 0.832, -0.475], [-1.029, 0.061, -0.604], [1.435, 0.105, 0.282], [-0.684, 1.217, 0.249], [-1.124, -2.097, -0.212], [-0.652, -0.973, 1.228], [1.017, -1.380, -1.178], [0.752, 1.248, -1.520], [1.647, -0.037, 1.204], [-0.628, 1.067, 1.213], [-1.334, 1.970, 0.019]],
  "nbo_charge": [-0.505, 0.136, 0.099, 0.053, -0.586, -0.562, 0.287, 0.209, 0.241, 0.302, 0.426, 0.418, 0.481]
}


The most stable of them is version w.